Record 1
DFT (ωB97M-V/def2-TZVPD) results for a 2-piece molecular cluster, C5H15N4O overall.

The energy above the lowest of the compared OMol25 structures with the same formula, charge and spin is 320.95 kJ/mol. As for the net charge: +1. Its total energy is -493.4839 Ha. The orbital gap comes out at 11.0 eV.

XYZ file:
```
25
Properties=species:S:1:pos:R:3:forces:R:3
C -0.21009 0.40227 2.32484 3.306 5.467 3.348
C 1.36584 0.45770 2.16177 0.133 -0.548 -5.940
C -1.05482 -0.30376 1.44671 -1.033 -6.451 2.403
O -1.75610 0.09202 0.57029 -1.298 1.934 -1.996
N -1.22127 -1.67813 1.82236 2.725 5.505 2.723
H -0.11883 0.07910 3.50092 -1.747 0.777 -3.006
H -0.56360 1.55513 2.09934 0.754 -2.669 1.491
H 1.89429 1.31179 1.61636 -1.653 -0.583 0.045
H -1.57398 -2.22483 1.17153 -2.090 -3.465 -3.298
H -0.59218 -2.02146 2.52077 0.034 -0.493 0.009
H 1.86594 -0.41587 1.62510 -1.041 0.587 0.846
H 1.84762 0.57248 3.01909 1.521 -0.041 4.239
C 0.49533 1.97664 -1.90820 -2.302 -2.637 -1.406
C -0.15256 -0.59388 -1.78009 -3.184 2.778 -0.622
N -0.38792 0.75496 -1.65379 -0.199 0.320 0.360
N 0.91633 -0.91951 -2.45604 3.277 0.045 -0.613
N -1.21071 -1.43380 -1.50289 -0.536 5.410 1.949
H -1.21364 1.05061 -1.16763 -0.279 -0.646 0.325
H 0.98416 -1.86153 -2.88296 0.424 1.208 0.576
H 1.72038 -0.16969 -2.49778 -2.205 -2.542 -0.251
H -1.85877 -0.99264 -0.65980 1.760 -1.143 -2.385
H -1.05968 -2.36735 -1.49624 0.675 -3.413 -0.039
H 1.02197 2.06206 -1.04096 2.715 0.260 1.753
H -0.04315 2.90870 -1.95921 -0.976 -0.158 -0.312
H 0.90546 1.75897 -2.87349 1.219 0.496 -0.197
```
Forces are in eV/Å.

Record 2
DFT (ωB97M-V/def2-TZVPD) results for a 5-piece molecular cluster, C5H15N5O10 overall.

Its structure (SMILES) is C[N+](=O)[O-].C[N+](=O)[O-].C[N+](=O)[O-].C[N+](=O)[O-].C[N+](=O)[O-]. The energy above the lowest of the compared OMol25 structures with the same formula, charge and spin is 26.99 kJ/mol. Its total energy is -1225.2042 Ha. The orbital gap comes out at 10.6 eV.

XYZ file:
```
35
Properties=species:S:1:pos:R:3:forces:R:3
C 6.06560 -3.22450 4.09339 -0.513 -0.137 -0.029
N 5.10458 -3.39773 5.22535 0.285 0.067 0.366
O 4.92827 -2.42825 5.93861 -0.083 -0.208 -0.179
O 4.57664 -4.48188 5.37014 -0.013 0.154 -0.122
H 6.89494 -2.63289 4.45856 0.037 0.026 -0.048
H 5.49855 -2.69592 3.33016 0.174 0.091 -0.084
H 6.34140 -4.20996 3.73783 0.093 0.018 0.045
C 4.00355 -3.91528 -4.04816 -0.250 -0.085 -0.102
N 3.94199 -4.58712 -5.38120 0.117 0.003 0.080
O 2.96752 -4.37219 -6.07196 0.032 0.001 -0.021
O 4.87520 -5.30137 -5.68422 -0.059 0.065 -0.006
H 4.36624 -4.64187 -3.33137 0.053 0.036 0.030
H 3.00004 -3.57423 -3.82516 0.038 0.019 0.091
H 4.68706 -3.07574 -4.12540 0.079 -0.037 -0.050
C -2.53302 -3.98837 1.78529 -0.583 0.058 -0.534
N -1.74594 -2.73007 1.83234 0.340 -0.102 -0.382
O -0.97776 -2.52372 0.90189 -0.065 -0.006 0.128
O -1.89520 -1.99969 2.77650 -0.065 0.115 0.210
H -3.54886 -3.74938 2.08903 0.146 -0.056 0.354
H -2.06009 -4.72397 2.42467 0.009 0.057 0.154
H -2.56452 -4.32154 0.75311 0.259 -0.055 0.031
C -0.58734 0.45876 -0.70232 0.090 -0.019 0.634
N -0.67792 1.93304 -0.47531 -0.201 0.119 -0.615
O -1.79119 2.40699 -0.35966 0.239 -0.069 0.146
O 0.35858 2.56477 -0.49385 -0.073 -0.147 0.154
H -0.29579 0.27964 -1.73220 -0.088 0.130 -0.051
H -1.54479 0.02859 -0.44032 -0.069 -0.028 -0.196
H 0.17448 0.08522 -0.02487 0.056 0.020 -0.045
C 2.08535 -2.35682 0.13963 0.546 -0.295 0.036
N 3.55994 -2.60140 0.00606 -0.034 0.128 0.151
O 4.26227 -2.34771 0.96104 0.039 -0.014 -0.013
O 3.95598 -3.05153 -1.05007 -0.078 0.053 -0.003
H 1.83440 -1.57379 -0.56640 -0.090 -0.064 -0.099
H 1.89036 -2.06442 1.16257 -0.063 0.006 0.012
H 1.63735 -3.31049 -0.11898 -0.307 0.157 -0.046
```
Forces are in eV/Å.